(1)
25
Properties=species:S:1:pos:R:3 method="wB97M-V/def2-TZVPD" relative_energy_ev=2.328 gap_ev=10.57 charge=+1 e_homo_ev=-14.17
O 1.648 1.665 2.585
O -2.396 0.172 -1.396
O 1.289 -0.787 -3.079
O -0.349 3.348 -0.264
N 0.081 -0.513 -0.209
C 1.015 0.344 -0.150
C -0.197 -1.544 0.768
C 0.608 -2.597 0.819
C -1.477 -1.418 1.489
H -3.332 0.285 -1.181
H 0.327 -3.481 1.386
H 2.118 0.894 2.923
H 1.442 -2.725 0.121
H 1.671 -1.652 -2.847
H 1.659 -0.598 -3.960
H -1.538 -0.561 2.164
H -1.387 -2.249 2.216
H 1.100 2.008 3.292
H -1.281 3.547 -0.069
H 1.287 1.097 -0.864
H -0.079 3.871 -1.012
H -2.077 1.045 -1.622
H 1.619 0.295 0.762
H -2.423 -1.768 1.084
H -0.429 -0.534 -1.097


(2)
15
Properties=species:S:1:pos:R:3 method="wB97M-V/def2-TZVPD" relative_energy_ev=1.791 gap_ev=10.83 charge=0 e_homo_ev=-10.15
O 2.839 -1.541 -0.188
O -1.979 1.394 -0.038
O -2.747 -1.481 0.175
C 0.058 0.125 -0.165
C 2.322 -0.676 0.461
C -0.823 1.311 -0.362
C 1.539 0.485 -0.061
H 1.850 0.902 -1.019
H 2.407 -0.740 1.564
H 1.620 1.283 0.679
H -2.692 -0.607 -0.229
H -0.098 -0.453 -1.089
H -3.593 -1.556 0.621
H -0.379 2.131 -0.917
H -0.322 -0.578 0.568


(3)
43
Properties=species:S:1:pos:R:3 method="wB97M-V/def2-TZVPD" relative_energy_ev=0.000 gap_ev=7.54 charge=0 e_homo_ev=-7.31
Ag 2.166 1.762 -0.565
Se 4.322 0.383 -0.361
S 0.613 3.550 -1.414
O -1.399 -0.882 -0.128
O 0.341 0.005 -1.129
N -3.634 -4.403 2.452
N -3.252 -2.194 1.709
N 2.423 3.832 -3.465
N 1.048 0.793 1.576
N 0.737 2.611 -3.976
N -2.076 -3.070 3.505
N 5.003 2.149 -2.656
C 0.127 -1.475 2.243
C -0.950 -0.817 3.107
C -0.491 1.844 -3.860
C -0.145 -0.458 -0.125
C 0.705 -0.570 1.149
C 1.546 2.689 -5.102
C 4.720 1.459 -1.767
C 1.291 3.301 -2.961
C -1.638 -1.791 4.069
C 2.608 3.444 -4.777
C -3.010 -3.174 2.507
H -3.971 -2.427 1.034
H 1.637 -1.016 0.796
H -2.485 -1.282 4.540
H 0.950 -1.805 2.883
H 1.299 2.185 -6.021
H -2.131 -3.808 4.186
H 3.102 4.303 -2.895
H -0.926 -2.054 4.852
H 3.483 3.710 -5.340
H -1.768 -1.239 0.703
H -1.321 2.504 -3.615
H -3.188 -5.191 2.890
H -1.706 -0.337 2.490
H -0.279 -2.376 1.776
H 1.720 0.762 2.333
H -0.399 1.100 -3.073
H -4.128 -4.620 1.606
H -0.496 -0.044 3.730
H -0.677 1.351 -4.811
H 0.231 1.294 1.905


(4)
171
Properties=species:S:1:pos:R:3 method="wB97M-V/def2-TZVPD" relative_energy_ev=0.000 gap_ev=9.11 charge=0 e_homo_ev=-9.93
Br 7.348 26.561 -12.605
Br 11.265 31.557 -7.667
Br 4.619 25.402 -14.026
Br 13.246 29.425 -9.142
Br 13.600 30.284 -6.062
Br 6.540 27.584 -15.610
O 9.931 28.229 -16.969
O 17.004 24.534 -2.643
O 15.263 25.195 -3.903
O 15.408 23.115 -3.410
O 8.950 27.654 -6.945
O 12.978 28.089 -2.497
O 13.309 27.307 -12.531
O 9.863 29.863 -18.340
O 18.249 29.978 -7.781
O 9.724 30.314 -12.937
O 18.137 29.819 -5.520
O 10.616 25.104 -15.198
O 8.300 32.044 -12.909
O 14.197 25.265 -12.303
O 14.269 26.168 -14.225
O 7.638 29.916 -13.272
O 8.662 24.244 -14.929
O 7.277 26.448 -7.587
O 11.751 29.674 -3.206
O 11.095 26.908 -9.811
O 9.528 22.890 -1.055
O 16.849 28.608 -6.736
O 4.873 20.270 -6.759
O 10.974 24.944 -8.731
O 11.090 24.262 -0.154
O 4.528 21.418 -8.534
O 11.855 26.791 -7.777
O 11.542 22.890 -1.854
O 11.864 28.865 -17.966
N 5.223 21.059 -7.606
N 8.006 27.422 -7.682
N 11.957 28.752 -2.445
N 9.830 24.383 -14.618
C 10.256 23.706 -13.390
C 7.570 28.496 -8.583
C 8.701 28.554 -0.677
C 6.412 26.089 -14.309
C 10.677 26.262 -11.005
C 10.850 31.142 -12.644
C 12.711 23.610 -2.125
C 6.839 22.908 -8.042
C 9.775 22.911 -11.219
C 14.626 28.439 -15.101
C 15.968 24.299 -3.204
C 12.106 26.957 -5.386
C 8.140 23.367 -8.056
C 8.503 23.439 -0.234
C 11.255 27.494 -0.456
C 8.514 30.857 -13.002
C 7.491 20.902 -6.817
C 8.980 27.580 0.289
C 10.241 27.027 0.383
C 11.597 23.401 -13.216
C 13.909 27.109 -15.253
C 6.318 30.300 -13.588
C 16.330 28.102 -7.945
C 12.018 22.786 -12.049
C 14.997 20.861 -2.974
C 15.987 21.986 -2.717
C 8.448 29.500 -8.936
C 7.208 23.323 -1.013
C 6.531 21.661 -7.518
C 13.898 25.251 -10.912
C 6.237 28.556 -9.004
C 17.838 29.490 -6.765
C 9.660 28.892 -1.606
C 5.794 29.668 -9.667
C 10.679 28.972 -17.756
C 9.322 23.520 -12.376
C 10.602 27.513 -14.742
C 12.276 26.069 -6.612
C 13.898 26.354 -12.974
C 11.086 22.468 -11.065
C 12.060 30.327 -12.278
C 10.724 23.453 -0.946
C 10.935 28.361 -1.484
C 15.552 26.561 -3.619
C 15.543 26.875 -7.615
C 11.251 26.113 -8.744
C 8.750 21.466 -6.659
C 8.048 30.609 -9.693
C 12.299 29.917 -7.485
C 9.070 22.649 -7.335
C 18.981 30.939 -5.307
C 10.430 27.115 -16.203
C 10.496 30.909 -19.046
C 6.692 30.728 -9.900
H 15.669 28.360 -15.420
H 9.457 29.556 -8.554
H 5.925 31.078 -12.937
H 9.593 26.122 -10.995
H 8.418 24.264 -8.588
H 7.049 22.310 -1.392
H 11.300 22.006 -10.111
H 12.259 27.115 -0.334
H 10.991 28.530 -14.734
H 9.625 27.597 -14.262
H 11.750 25.126 -6.486
H 13.340 25.870 -6.747
H 12.434 26.363 -4.528
H 11.210 26.776 -14.224
H 11.012 31.824 -13.481
H 11.082 27.251 -5.156
H 8.675 24.491 -0.009
H 10.091 23.002 -7.260
H 7.279 19.928 -6.405
H 5.661 29.440 -13.468
H 5.526 27.756 -8.847
H 12.416 29.869 -13.208
H 12.751 27.835 -5.434
H 18.521 31.885 -5.600
H 12.287 23.685 -14.000
H 14.044 26.696 -16.247
H 15.396 19.889 -2.661
H 9.605 26.436 -16.412
H 14.088 20.915 -2.374
H 11.382 26.722 -16.554
H 6.324 31.536 -10.522
H 12.879 30.887 -11.836
H 19.847 30.832 -5.965
H 12.849 27.288 -15.069
H 13.541 23.532 -1.419
H 11.866 29.449 -11.663
H 15.269 26.842 -2.602
H 14.720 20.675 -4.011
H 8.321 23.921 -12.412
H 9.448 29.663 -2.333
H 11.615 29.128 -7.195
H 19.277 30.978 -4.265
H 8.262 27.263 1.035
H 6.294 30.588 -14.640
H 16.150 26.088 -7.171
H 9.578 20.890 -6.269
H 9.080 22.806 -10.395
H 14.492 24.538 -10.345
H 14.726 27.164 -6.948
H 11.226 30.549 -19.775
H 15.702 28.834 -8.464
H 7.219 23.946 -1.910
H 16.940 21.761 -3.193
H 4.807 29.707 -10.106
H 14.100 29.212 -15.658
H 10.520 31.696 -11.755
H 10.931 26.876 -11.867
H 8.722 31.399 -9.987
H 8.407 22.839 0.672
H 12.547 24.681 -2.290
H 13.102 23.314 -3.096
H 14.762 28.721 -14.057
H 12.852 24.961 -10.807
H 15.061 27.258 -4.289
H 17.136 27.933 -8.668
H 14.048 26.229 -10.455
H 7.740 29.046 -0.724
H 11.100 31.555 -18.406
H 16.623 26.767 -3.629
H 10.486 26.270 1.110
H 6.056 23.434 -8.574
H 11.127 25.283 -11.178
H 16.062 22.155 -1.646
H 15.028 26.523 -8.511
H 9.830 31.536 -19.631
H 6.921 25.301 -14.850
H 13.056 22.513 -11.918
H 6.302 23.565 -0.459